No. 1
{
  "formula": "C2H8NOS2",
  "method": "ωB97M-V with the def2-TZVPD basis set",
  "symbols": ["S", "S", "O", "N", "C", "C", "H", "H", "H", "H", "H", "H", "H", "H"],
  "positions_angstrom": [[-2.05056, -0.64201, 1.13020], [0.10814, 1.37977, -2.24029], [0.16044, -1.96697, -0.19454], [1.78199, -0.64303, 0.29999], [0.49428, -0.82020, 0.26533], [-0.49538, 0.20099, 0.73613], [2.29911, 0.29259, 0.20560], [-0.63520, 0.98202, -0.07936], [-1.20093, 1.55435, -1.85133], [2.24782, -1.48147, 0.16902], [-2.43210, 0.09673, 2.12488], [0.59819, 2.57978, -1.90427], [-0.11759, 0.69995, 1.58222], [-0.75822, -2.23250, -0.24358]],
  "nbo_charge": [-0.0143, -0.2911, -0.5911, -0.7012, 0.7531, -0.6640, 0.4659, 0.2940, 0.1608, 0.4278, 0.1726, 0.1712, 0.2712, 0.5451],
  "de_lowest_ev": 0.916,
  "e_tot_ev": -27404.348,
  "charge": 1
}

=====

No. 2
{
  "formula": "C4H11NO2",
  "method": "ωB97M-V with the def2-TZVPD basis set",
  "symbols": ["O", "O", "N", "C", "C", "C", "C", "H", "H", "H", "H", "H", "H", "H", "H", "H", "H", "H"],
  "positions_angstrom": [[2.67272, 0.06556, -0.59487], [-1.95186, 0.18556, -1.52423], [-0.30675, 1.02120, -0.31474], [-0.30903, -1.55106, -0.13438], [-0.09669, -0.20644, -0.78309], [1.69727, 0.55132, 0.23130], [-0.98151, 1.24141, 0.94742], [-0.87799, -2.17706, -0.81932], [2.69580, -0.89910, -0.55141], [-0.28214, 1.73378, 1.63440], [0.38390, -0.23401, -1.75592], [-0.85120, -1.49391, 0.80752], [0.65075, -2.04536, 0.05693], [-1.79396, 1.94181, 0.76044], [-2.64697, -0.11996, -0.92210], [1.82008, 1.61998, 0.34776], [1.56069, 0.01044, 1.16849], [-1.38312, 0.35586, 1.44579]],
  "nbo_charge": [-0.6616, -1.0111, -0.2769, -0.6890, 0.2542, 0.0521, -0.4577, 0.2656, 0.4803, 0.2019, 0.2170, 0.2194, 0.1958, 0.2463, 0.4188, 0.2001, 0.1634, 0.1813],
  "de_lowest_ev": 6.457,
  "e_tot_ev": -9905.785,
  "charge": 0
}

=====

No. 3
{
  "formula": "C21H48INO2P3Sn",
  "method": "ωB97M-V with the def2-TZVPD basis set",
  "symbols": ["I", "Sn", "P", "P", "P", "O", "O", "N", "C", "C", "C", "C", "C", "C", "C", "C", "C", "C", "C", "C", "C", "C", "C", "C", "C", "C", "C", "C", "C", "H", "H", "H", "H", "H", "H", "H", "H", "H", "H", "H", "H", "H", "H", "H", "H", "H", "H", "H", "H", "H", "H", "H", "H", "H", "H", "H", "H", "H", "H", "H", "H", "H", "H", "H", "H", "H", "H", "H", "H", "H", "H", "H", "H", "H", "H", "H", "H"],
  "positions_angstrom": [[-0.38533, -2.81893, -2.24743], [-0.05693, -0.11259, -1.72426], [2.55146, 0.13534, -2.23419], [-2.61159, 0.32797, -2.22582], [-0.00897, -0.31576, 1.84968], [0.00454, 2.52782, -4.62017], [0.09364, 3.58683, -1.82232], [-0.08730, -0.03515, 0.28038], [1.71464, 1.88530, 1.80773], [-1.66681, 0.14171, 4.13021], [0.94991, -2.90889, 1.34707], [-2.78337, 0.08130, 1.88263], [-1.50996, 0.50149, 2.64013], [-3.04097, 0.55961, -3.97169], [-0.01682, 1.39409, -4.93718], [-3.65691, -1.06459, -1.68749], [2.97786, 0.54617, -3.94674], [-0.00735, -2.14415, 2.26532], [3.46799, 1.39789, -1.29762], [1.58574, 0.67845, 4.00016], [0.40887, -2.43181, 3.71902], [-1.37012, 2.02301, 2.48380], [-1.40482, -2.73023, 2.01742], [0.07717, 2.46169, -2.04389], [-3.29358, 1.80102, -1.40413], [3.44497, -1.41908, -1.91482], [-0.02373, 0.46534, -6.03233], [1.56061, 0.50165, 2.47418], [2.76159, -0.35682, 2.04768], [-1.76522, -2.48844, 1.01033], [-3.56012, 0.84405, 2.04027], [-2.59825, 0.00729, 0.80515], [0.25251, -3.50834, 3.89167], [-3.42532, -1.94983, -2.29392], [1.40201, 1.85778, 0.75717], [-2.63923, 1.50318, -4.36411], [0.84421, -3.98108, 1.56816], [1.46983, -2.22070, 3.88762], [1.39793, -0.25671, 4.53986], [0.85955, -0.19789, -5.96974], [4.52671, -1.22530, -1.96886], [3.19664, -1.82191, -0.92213], [2.60991, -0.23191, -4.62769], [2.77531, 2.17401, 1.83864], [-2.12957, -2.41479, 2.77272], [3.67798, 0.22121, 2.23797], [2.60214, 1.01020, 4.26684], [-3.20086, -0.86923, 2.22908], [1.14188, 2.66728, 2.31407], [0.69535, -2.74819, 0.29040], [0.88898, 1.44834, 4.35631], [2.56983, 1.52236, -4.23656], [-0.01467, 1.00497, -6.99549], [-3.48265, -1.31854, -0.63286], [2.73086, -0.59503, 0.97489], [-0.92597, -0.17086, -5.97396], [-2.86431, 2.71420, -1.83963], [-1.92286, -0.91239, 4.28907], [4.07527, 0.59150, -4.01186], [-4.38578, 1.81184, -1.55304], [-0.78223, 0.39187, 4.72549], [4.48154, 1.47590, -1.72239], [-3.08137, 1.79293, -0.32403], [-1.31912, -3.82375, 2.07482], [-2.50319, 0.74101, 4.52030], [2.97519, 2.37703, -1.38516], [3.54534, 1.13322, -0.23227], [2.85891, -1.28043, 2.62911], [-2.66457, -0.28090, -4.57114], [-0.61700, 2.45904, 3.14831], [-4.13973, 0.58524, -4.05277], [1.99936, -2.66200, 1.50773], [-4.71475, -0.79100, -1.81778], [3.16688, -2.16073, -2.67477], [-1.15113, 2.31323, 1.44759], [-0.19794, -1.89503, 4.45448], [-2.33267, 2.47866, 2.75678]],
  "lowdin_charge": [0.4084, 0.3812, 0.7420, 0.7197, 0.9227, 0.2969, 0.1829, -0.4064, -0.0947, -0.0561, -0.1099, -0.0982, -0.5864, -0.2355, -0.0157, -0.2218, -0.2387, -0.6011, -0.2022, -0.0601, -0.0577, -0.0829, -0.0753, -0.0818, -0.2028, -0.2060, 0.0891, -0.5889, -0.0893, 0.0620, 0.1005, 0.0127, 0.1115, 0.0305, 0.0317, 0.0492, 0.1079, 0.0768, 0.0713, 0.1333, 0.0897, 0.0530, 0.0486, 0.0955, 0.0729, 0.1025, 0.1105, 0.0773, 0.0738, -0.0420, 0.0794, 0.0488, 0.1745, 0.0489, 0.0442, 0.1327, 0.0576, 0.0753, 0.0891, 0.0901, 0.0694, 0.0879, 0.0445, 0.1056, 0.1105, 0.0594, 0.0420, 0.0782, 0.0495, 0.0729, 0.0914, 0.0594, 0.0893, 0.0606, 0.0682, 0.0696, 0.1008],
  "de_lowest_ev": 0.914,
  "e_tot_ev": -69911.628,
  "charge": 3
}

=====

No. 4
{
  "formula": "C3H9N2O2",
  "method": "ωB97M-V with the def2-TZVPD basis set",
  "symbols": ["O", "O", "N", "N", "C", "C", "C", "H", "H", "H", "H", "H", "H", "H", "H", "H"],
  "positions_angstrom": [[-0.39345, 1.14367, 1.80734], [-1.34227, -1.12311, -0.11034], [0.81146, -0.23221, -1.36221], [-1.77220, 0.23195, 0.10263], [0.64478, -0.00222, 0.10183], [-0.54520, 0.96472, 0.40990], [-0.06380, -1.33255, 0.47503], [0.53239, -2.20226, 0.02570], [-0.16499, -1.30405, 1.55718], [-2.45661, 0.35042, 0.78014], [1.39766, -1.00770, -1.59615], [1.12927, 0.56793, -1.85300], [-1.17251, 1.41545, 2.22540], [1.43808, 0.28245, 0.67575], [-0.10904, -0.36000, -1.76583], [-0.37598, 1.89279, -0.13692]],
  "nbo_charge": [-0.7111, -0.3897, -0.6609, -0.3406, -0.1036, 0.1998, -0.0993, 0.2155, 0.2292, 0.3751, 0.4461, 0.4375, 0.4916, 0.2606, 0.4617, 0.1881],
  "de_lowest_ev": 4.283,
  "e_tot_ev": -10322.569,
  "charge": 1
}

=====

| no. | largest force on an atom (Eh/bohr) |
| --- | --- |
| 1 | 0.064 |
| 2 | 0.058 |
| 3 | 0.153 |
| 4 | 0.097 |